Formula: C5H7N
Source: OMol25
Level of theory: ωB97M-V/def2-TZVPD

Structure (XYZ):
```
13
C5H7N | OMol25 | ωB97M-V/def2-TZVPD
N 1.38 2.02 -0.73
C 0.64 -0.26 0.85
C -0.37 -0.87 -0.09
C -0.82 -0.21 1.19
C 0.70 1.01 -0.74
C -0.27 0.02 -1.32
H 1.33 -0.86 1.45
H -1.36 0.74 1.16
H -0.51 -1.94 -0.22
H -1.18 0.50 -1.69
H -1.19 -0.89 1.96
H 1.40 1.25 0.32
H 0.23 -0.50 -2.15
```

Output
* molar mass: 81.118 g/mol
* gap between HOMO and LUMO: 9.2689 eV
* ΔE to the lowest compared entry with this formula, charge and spin: 541.9 kJ/mol
* spin multiplicity: 1
* E_HOMO: -8.23 eV

Löwdin population analysis, charges in e, atoms 1 to 8: number 1, N, carries 0.154; number 2, C, carries -0.152; number 3, C, carries -0.301; number 4, C, carries -0.139; number 5, C, carries -0.291; number 6, C, carries -0.104; number 7, H, carries 0.094; number 8, H, carries 0.101